{
  "formula": "C36H48F9N7O2",
  "method": "ωB97M-V/def2-TZVPD",
  "smiles": "COC[C@H](CCCCN)OCC(F)(F)C(F)(F)C(F)(F)C(F)(F)F.c1cc[nH]c1.c1cc[nH]c1.c1cc[nH]c1.c1cc[nH]c1.c1cc[nH]c1.c1cc[nH]c1",
  "total_energy_ev": -77091.47035,
  "multiplicity": 1,
  "charge": 0,
  "homo_ev": -7.599,
  "symbols": ["F", "F", "F", "F", "F", "F", "F", "F", "F", "O", "O", "N", "N", "N", "N", "N", "N", "N", "C", "C", "C", "C", "C", "C", "C", "C", "C", "C", "C", "C", "C", "C", "C", "C", "C", "C", "C", "C", "C", "C", "C", "C", "C", "C", "C", "C", "C", "C", "C", "C", "C", "C", "C", "C", "H", "H", "H", "H", "H", "H", "H", "H", "H", "H", "H", "H", "H", "H", "H", "H", "H", "H", "H", "H", "H", "H", "H", "H", "H", "H", "H", "H", "H", "H", "H", "H", "H", "H", "H", "H", "H", "H", "H", "H", "H", "H", "H", "H", "H", "H", "H", "H"],
  "xyz": [[3.00, 1.39, 5.43], [2.82, -0.89, 6.53], [1.11, -1.55, 5.31], [3.12, -1.34, 4.40], [3.08, 1.12, 2.98], [1.57, 3.23, 3.80], [0.86, 1.06, 5.66], [1.32, -0.15, 2.80], [1.25, 2.45, 1.77], [-1.13, 1.12, 2.75], [-2.62, -0.72, 1.68], [4.84, -0.52, -0.72], [5.55, 3.06, -6.47], [-2.20, 3.32, 7.65], [1.80, -2.21, -2.29], [1.20, 4.57, -1.99], [-3.62, -1.69, -3.23], [-6.85, -5.23, -4.40], [2.25, -0.83, 5.30], [1.02, 2.21, 3.08], [-0.48, 2.22, 3.31], [2.71, -3.00, -1.66], [6.32, 1.76, -4.85], [1.87, 2.46, -1.94], [2.83, -2.54, -0.37], [6.55, 2.19, -6.14], [1.70, 2.85, -3.30], [1.29, 4.16, -3.30], [6.41, 0.84, -1.50], [1.33, -1.26, -1.44], [-8.20, -5.14, -4.22], [-3.18, 2.27, 7.96], [-2.80, 0.67, 4.49], [1.81, 0.94, 3.44], [-1.71, -2.44, -4.03], [1.95, 0.67, 4.97], [-3.90, -2.89, -3.83], [-2.48, 0.85, 5.96], [5.44, 1.61, -0.79], [4.68, 3.19, -5.41], [-2.73, -3.39, -4.33], [-2.29, -1.41, -3.35], [1.95, -1.43, -0.23], [1.56, 3.54, -1.16], [-3.63, 1.54, 6.71], [-7.71, -4.82, -6.39], [5.14, 2.40, -4.39], [-6.54, -5.04, -5.72], [-2.58, -1.75, 0.72], [-8.77, -4.89, -5.44], [6.01, -0.47, -1.43], [-1.61, 0.16, 3.67], [4.50, 0.74, -0.32], [-1.95, -1.08, 2.85], [-4.31, 0.75, 7.04], [5.44, 2.68, -0.65], [4.68, 2.28, -3.43], [-2.27, -0.11, 6.43], [-0.84, 3.11, 2.80], [-2.62, -4.32, -4.86], [3.82, 3.84, -5.47], [-3.32, -1.57, -0.04], [3.60, 0.91, 0.26], [1.55, 3.68, -0.10], [-1.60, -1.80, 0.25], [7.33, 1.95, -6.84], [-4.90, -3.28, -3.84], [-0.83, -0.17, 4.36], [1.51, -2.32, -3.25], [-2.58, -1.73, 3.45], [-4.14, 2.23, 6.05], [-3.61, -0.05, 4.40], [1.79, -0.83, 0.64], [3.19, -3.82, -2.16], [-2.75, -2.73, 1.18], [-1.87, -0.50, -2.95], [-4.29, -1.10, -2.77], [-1.03, -1.63, 2.62], [-0.67, -2.52, -4.29], [-4.05, 2.76, 8.38], [-6.18, -5.41, -3.67], [-1.60, 1.47, 6.09], [1.85, 2.24, -4.17], [-8.64, -5.27, -3.24], [-5.52, -5.07, -6.06], [0.59, -0.53, -1.76], [6.45, -1.36, -1.84], [2.17, 1.49, -1.59], [-1.29, 2.90, 7.54], [-0.68, 2.38, 4.36], [0.92, 5.48, -1.69], [6.94, 1.07, -4.31], [1.05, 4.83, -4.11], [4.32, -1.35, -0.52], [-2.78, 1.56, 8.69], [3.47, -2.95, 0.39], [-9.82, -4.76, -5.63], [5.46, 3.53, -7.34], [-7.81, -4.63, -7.44], [-3.18, 1.60, 4.06], [-2.11, 3.96, 8.42], [7.28, 1.21, -2.00]]
}

{
  "formula": "C36H48N6O10S2Y",
  "method": "ωB97M-V/def2-TZVPD",
  "relative_energy_kcal_mol": 17.5,
  "total_energy_ev": -90235.05600,
  "multiplicity": 1,
  "charge": 1,
  "homo_ev": -10.570,
  "symbols": ["Y", "S", "S", "O", "O", "O", "O", "O", "O", "O", "O", "O", "O", "N", "N", "N", "N", "N", "N", "C", "C", "C", "C", "C", "C", "C", "C", "C", "C", "C", "C", "C", "C", "C", "C", "C", "C", "C", "C", "C", "C", "C", "C", "C", "C", "C", "C", "C", "C", "C", "C", "C", "C", "C", "C", "H", "H", "H", "H", "H", "H", "H", "H", "H", "H", "H", "H", "H", "H", "H", "H", "H", "H", "H", "H", "H", "H", "H", "H", "H", "H", "H", "H", "H", "H", "H", "H", "H", "H", "H", "H", "H", "H", "H", "H", "H", "H", "H", "H", "H", "H", "H", "H"],
  "xyz": [[0.39, -1.09, -0.13], [1.20, 0.10, 2.32], [-1.23, 1.99, 0.50], [1.93, -2.55, 0.13], [-3.12, -0.01, -2.59], [-2.56, 3.89, -5.54], [0.95, -1.78, -2.22], [4.90, -6.23, 0.04], [2.66, 1.84, -1.42], [-1.41, -0.56, -1.26], [-1.08, -2.23, 1.13], [2.93, 3.61, -2.62], [-0.75, 5.06, -5.46], [-0.36, 4.29, 1.53], [2.58, 2.10, 3.34], [2.28, 2.66, -2.25], [3.63, 1.00, 1.61], [-2.19, 3.35, 2.58], [-1.44, 4.12, -5.14], [-1.84, -3.88, -1.02], [-5.64, -2.04, -0.24], [0.19, 1.41, -2.37], [0.43, 3.39, -3.73], [3.79, 2.47, 4.07], [5.23, -6.05, 1.41], [-3.15, -3.20, -0.71], [1.35, 2.53, 4.00], [-4.19, -3.39, -1.58], [-1.93, 4.00, 3.86], [-0.86, 3.17, -4.16], [-6.52, -2.92, -2.41], [0.93, 2.48, -2.82], [1.10, -3.15, -4.12], [2.26, -3.73, -1.92], [-5.00, -1.02, 1.91], [-1.99, 0.13, -2.19], [3.76, -5.64, -1.89], [-1.27, 3.27, 1.60], [-1.11, 1.23, -2.79], [0.82, 4.14, 0.71], [1.43, -2.84, -2.69], [2.56, 1.12, 2.41], [-5.44, -2.79, -1.39], [-0.78, 5.68, 1.71], [-3.36, -2.40, 0.44], [4.43, 2.15, 1.18], [-4.64, -1.84, 0.69], [4.04, -5.38, -0.53], [3.43, -4.33, 0.13], [3.90, -0.21, 0.85], [-3.32, 2.43, 2.61], [-1.65, 2.12, -3.71], [-2.30, -2.07, 1.34], [2.89, -4.83, -2.55], [2.52, -3.50, -0.54], [-6.41, -3.84, -2.99], [-0.61, 6.22, 0.78], [-4.04, -4.00, -2.46], [-1.17, -3.18, -1.52], [-3.67, 2.23, 1.60], [-4.16, -0.57, 2.43], [3.96, 3.07, 1.51], [-6.61, -1.58, -0.07], [4.34, -6.15, 2.04], [-2.02, -4.70, -1.72], [3.48, -1.08, 1.36], [5.45, 2.11, 1.58], [-5.54, -1.64, 2.62], [1.99, -3.12, -4.74], [-7.51, -2.91, -1.95], [4.08, 3.50, 3.88], [4.61, 1.81, 3.79], [4.98, -0.33, 0.77], [1.49, 3.56, 4.33], [3.49, -0.15, -0.16], [3.60, 2.35, 5.13], [-5.66, -0.21, 1.61], [0.52, 2.48, 3.30], [1.23, 3.14, 0.81], [0.66, 0.75, -1.67], [0.39, -2.41, -4.48], [-2.56, -1.63, 2.30], [-0.91, 4.35, 3.91], [-6.46, -2.08, -3.10], [-2.09, 3.28, 4.66], [0.60, 4.32, -0.35], [5.94, -6.83, 1.66], [-2.66, 1.99, -4.05], [-1.84, 5.74, 1.94], [3.60, -4.13, 1.18], [1.56, 4.87, 1.04], [-0.21, 6.17, 2.50], [4.25, -6.47, -2.37], [-4.12, 2.90, 3.18], [5.69, -5.07, 1.58], [0.67, -4.15, -4.21], [2.70, -5.03, -3.60], [1.12, 1.90, 4.86], [-1.34, -4.27, -0.14], [-2.60, 4.85, 4.02], [4.47, 2.15, 0.10], [-3.05, 1.48, 3.08], [1.01, 4.23, -4.08]]
}

{
  "formula": "C36H48N9O15",
  "method": "ωB97M-V/def2-TZVPD",
  "relative_energy_kcal_mol": 78.5,
  "total_energy_ev": -82199.79716,
  "multiplicity": 1,
  "charge": -1,
  "homo_ev": -7.203,
  "symbols": ["O", "O", "O", "O", "O", "O", "O", "O", "O", "O", "O", "O", "O", "O", "O", "N", "N", "N", "N", "N", "N", "N", "N", "N", "C", "C", "C", "C", "C", "C", "C", "C", "C", "C", "C", "C", "C", "C", "C", "C", "C", "C", "C", "C", "C", "C", "C", "C", "C", "C", "C", "C", "C", "C", "C", "C", "C", "C", "C", "C", "H", "H", "H", "H", "H", "H", "H", "H", "H", "H", "H", "H", "H", "H", "H", "H", "H", "H", "H", "H", "H", "H", "H", "H", "H", "H", "H", "H", "H", "H", "H", "H", "H", "H", "H", "H", "H", "H", "H", "H", "H", "H", "H", "H", "H", "H", "H", "H"],
  "xyz": [[4.91, -1.32, 2.46], [-1.14, 0.70, 0.79], [3.64, 3.81, -4.06], [7.05, -1.13, 1.73], [1.86, -4.46, 4.81], [-0.10, 7.77, 4.12], [-0.15, -0.65, -0.66], [-2.13, 8.03, 4.84], [3.50, -5.63, 0.72], [-2.76, 1.76, -5.79], [-5.37, -3.28, 4.51], [-5.60, -1.95, -4.58], [0.91, 0.99, 0.10], [-4.71, -5.49, 4.97], [1.48, -4.90, 0.61], [2.23, 2.02, -4.31], [0.83, -2.64, 4.05], [5.80, -0.84, 1.77], [-4.34, -1.57, -2.70], [-2.38, 2.34, -3.53], [-0.10, 0.23, 0.18], [2.72, -4.78, 0.29], [-4.80, -4.43, 4.26], [-1.31, 7.41, 4.16], [-2.72, 3.70, -3.75], [2.13, -2.76, -1.06], [-3.16, -3.11, 2.63], [-1.99, 1.92, -2.17], [3.88, -1.70, -2.55], [-4.68, -2.35, -3.77], [-5.15, -0.41, -2.28], [3.09, 2.87, -4.71], [-2.42, 1.44, -4.57], [5.55, 0.65, 1.44], [1.86, -3.36, 4.26], [4.04, 0.96, 1.11], [1.60, 1.03, -5.20], [-3.97, -4.36, 3.08], [3.81, 2.53, 0.83], [-0.57, 5.34, 2.63], [4.85, 3.41, 0.86], [-2.11, -4.58, 0.58], [6.76, 1.58, 1.24], [6.34, 3.09, 1.11], [-0.45, -2.96, 4.87], [-1.71, 6.32, 3.27], [-3.20, 6.28, 2.86], [2.60, -1.68, -2.00], [1.89, 2.01, -2.95], [-2.94, -5.58, 0.99], [4.67, -3.62, -0.92], [-1.18, 4.02, 2.08], [5.00, -2.59, -1.99], [0.80, -1.32, 3.30], [-3.21, -1.93, -1.82], [-3.81, -5.55, 2.24], [3.24, -3.68, -0.54], [-2.17, -3.21, 1.37], [-2.59, 3.78, 2.02], [-3.73, 4.75, 2.37], [-1.81, 0.56, -4.47], [-0.29, -1.03, 2.95], [-1.59, -2.51, 0.96], [-6.14, -0.55, -2.17], [1.96, 2.98, -2.60], [6.87, 4.00, 1.20], [0.48, 5.52, 2.65], [-3.88, -3.17, -4.03], [-1.73, -4.73, -0.27], [3.23, 2.68, -5.82], [1.13, -2.78, -0.62], [2.71, 1.39, -2.41], [-3.35, 4.35, -2.99], [1.91, -1.04, -2.36], [2.92, -2.89, 3.92], [-3.23, -2.28, 3.24], [-2.95, -1.21, -1.12], [-3.52, -2.96, -1.35], [-0.55, 3.13, 1.62], [-1.11, -2.18, 4.77], [-0.78, -4.07, 4.68], [2.28, 0.32, -5.73], [5.98, -2.55, -2.47], [-2.35, -2.07, -2.34], [5.47, -4.22, -0.54], [-3.13, 1.93, -1.64], [0.78, 0.58, -4.71], [3.27, 0.25, 1.27], [-2.72, -6.49, 0.67], [4.73, 4.54, 0.69], [-3.05, 2.94, 1.43], [1.27, -1.17, 2.50], [-4.64, 0.08, -1.47], [-4.38, -6.32, 2.67], [1.18, -0.62, 3.91], [1.14, 1.34, -2.78], [-1.68, 0.85, -2.18], [-4.73, 4.52, 2.24], [-1.74, 4.38, -3.68], [1.25, 1.37, -6.07], [-3.94, 7.06, 3.41], [-5.08, 0.30, -3.14], [-1.40, 2.62, -1.65], [4.23, -0.84, -3.22], [7.71, 1.50, 1.42], [-0.46, -3.06, 6.02], [-3.40, 3.89, -4.61], [2.72, 2.73, 0.61]]
}

{
  "formula": "C36H48N9OSSr",
  "method": "ωB97M-V/def2-TZVPD",
  "relative_energy_kcal_mol": 72.7,
  "total_energy_ev": -65232.89382,
  "multiplicity": 1,
  "charge": 1,
  "homo_ev": -8.460,
  "symbols": ["Sr", "S", "O", "N", "N", "N", "N", "N", "N", "N", "N", "N", "C", "C", "C", "C", "C", "C", "C", "C", "C", "C", "C", "C", "C", "C", "C", "C", "C", "C", "C", "C", "C", "C", "C", "C", "C", "C", "C", "C", "C", "C", "C", "C", "C", "C", "C", "C", "H", "H", "H", "H", "H", "H", "H", "H", "H", "H", "H", "H", "H", "H", "H", "H", "H", "H", "H", "H", "H", "H", "H", "H", "H", "H", "H", "H", "H", "H", "H", "H", "H", "H", "H", "H", "H", "H", "H", "H", "H", "H", "H", "H", "H", "H", "H", "H"],
  "xyz": [[-0.71, 0.51, 0.20], [-3.26, 2.16, -0.10], [-2.84, 1.02, -4.42], [1.44, 0.55, -1.41], [-1.09, 1.45, 2.55], [3.48, -3.47, 4.11], [5.67, -4.19, 4.26], [0.93, 2.18, 0.97], [-1.46, -1.66, 2.06], [-4.86, 0.25, -1.18], [0.75, -2.03, -0.23], [-2.67, 0.57, -2.13], [4.24, 1.69, -2.20], [2.35, 4.41, 1.21], [-1.32, -0.96, 3.37], [5.89, 3.29, -1.38], [6.92, -4.75, 3.76], [5.03, -4.43, 5.47], [-3.96, -1.52, -4.92], [-3.29, -2.24, -2.75], [-0.34, 2.44, 2.92], [3.42, 3.70, -1.04], [2.16, 2.70, -3.27], [2.16, 1.62, -1.12], [1.33, 4.18, 2.10], [4.65, -3.62, 3.46], [-4.46, -2.76, -5.15], [3.75, -3.96, 5.40], [3.03, 2.52, -2.00], [-1.83, 0.53, 3.37], [-0.40, -2.68, 1.83], [1.90, -0.66, -2.06], [-4.40, -3.79, -4.19], [-6.02, 0.67, -0.43], [-6.89, 2.33, -2.10], [2.97, 3.32, 0.35], [1.87, 2.38, 0.07], [1.03, -1.88, -1.66], [-3.45, -1.20, -3.66], [-0.09, -3.01, 0.34], [5.54, 2.00, -2.03], [-0.34, 3.22, 4.32], [-2.97, 0.20, -3.52], [-3.72, 0.97, -1.26], [0.60, 3.00, 1.98], [4.89, 4.06, -0.95], [-7.17, 1.10, -1.29], [-3.94, -3.47, -2.91], [5.62, -4.78, 6.32], [2.95, -0.89, -1.97], [-3.80, -0.77, -5.70], [6.69, -5.44, 2.95], [-2.28, -2.30, 2.16], [-1.93, 0.78, 4.41], [3.02, -3.86, 6.17], [1.01, 4.96, 2.84], [-4.70, -4.84, -4.41], [-6.28, -0.07, 0.34], [2.76, 2.64, -4.20], [1.65, -1.93, 0.28], [-2.12, 1.44, -2.27], [6.32, 1.33, -2.34], [4.00, 0.74, -2.69], [-1.95, -1.45, 4.12], [1.75, -0.57, -3.15], [-2.79, -2.02, -1.81], [-3.98, -4.17, -2.08], [-5.04, -0.45, -1.92], [7.49, -3.94, 3.31], [0.38, -4.03, 0.33], [-5.01, -3.03, -6.05], [1.72, 3.68, -3.45], [4.85, -3.37, 2.42], [-7.62, 2.52, -2.93], [0.46, -2.33, 2.40], [0.06, -1.96, -2.21], [-6.95, 3.26, -1.43], [2.88, 4.63, -1.26], [-0.71, 4.24, 4.13], [-5.58, 1.55, 0.10], [-0.25, -0.78, 3.69], [-0.62, -3.67, 2.24], [1.36, 1.93, -3.31], [6.94, 3.57, -1.43], [-7.48, 0.35, -2.01], [1.60, -2.83, -1.94], [-2.85, 0.48, 2.96], [-0.90, 2.76, 5.12], [7.46, -5.25, 4.61], [3.84, 2.82, 0.78], [2.76, 5.41, 1.25], [-5.91, 2.34, -2.58], [-7.98, 1.32, -0.59], [5.00, 4.98, -0.37], [-1.03, -2.99, -0.24], [0.68, 3.22, 4.67]]
}

Results for largest force on an atom: 1.15; 0.49; 11.73; 3.62 (in eV Å⁻¹, following the order of the records).